Entry from the OMol25 dataset: a single C10H11NO2Se molecule (ωB97M-V/def2-TZVPD).

The total energy is -2994.21060 Ha. For the molecular weight, the calculation gives 256.16 u. The SMILES is N#C[C@H]([Se]c1ccccc1)[C@H](O)CO.

ORCA input file:
```
! wB97M-V def2-TZVPD RIJCOSX def2/J DEFGRID3
* xyz 0 1
N 4.0404 -1.2453 1.2499
C 3.0167 -0.9648 0.8028
C 1.7092 -0.4312 0.4555
Se 0.4778 -1.9192 -0.2005
C -1.3941 -1.1671 -0.0393
C -1.7726 -0.0709 0.7255
C -3.1052 0.3575 0.6928
C -4.1065 -0.5431 0.2420
C -3.7030 -1.7538 -0.2945
C -2.3734 -1.9560 -0.6329
C 1.8911 0.7349 -0.7599
O 2.5413 0.1179 -1.8758
C 2.7385 2.0236 -0.2820
O 2.1807 2.5351 0.8379
H 1.1747 0.0260 1.2833
H -0.9373 0.5621 1.1095
H -3.4075 1.1698 1.3811
H -5.1663 -0.1435 0.1989
H -4.4946 -2.4993 -0.5804
H -2.1542 -2.9097 -0.9564
H 0.8773 1.1872 -1.0077
H 2.3495 -0.7326 -2.2030
H 3.9177 1.7640 -0.0583
H 2.8784 2.6134 -1.2258
H 2.8215 3.2453 1.1373
*
```